This record from the Open Molecules 2025 dataset describes a molecular structure, C44H49FN6O4PdSeTe in a non-equilibrium geometry. The level of theory is ωB97M-V with the def2-TZVPD basis set.

Positions of all 107 atoms, in Å:
Pd1 0.828892 -0.917159 -0.843257
C1 1.373567 6.570272 -0.340760
C2 2.539441 5.767952 0.232494
N1 2.197522 4.363444 0.430635
C3 2.611505 3.449751 -0.492002
C4 2.390028 2.116313 -0.422985
C5 3.010446 1.272416 -1.533076
O1 4.137098 1.618409 -1.899121
O2 2.314859 0.330544 -2.023802
C6 1.669003 1.566758 0.685976
O3 1.504757 0.358888 0.906391
C7 1.176392 2.560403 1.642855
C8 0.465688 2.117996 2.756586
C9 0.098200 2.990352 3.744523
F1 -0.522199 2.495794 4.839647
C10 0.366977 4.356261 3.646764
C11 1.022325 4.809637 2.509070
C12 1.470144 3.931677 1.515993
N2 -0.016983 5.320678 4.621231
C13 1.027739 6.126255 5.241779
C14 0.462240 7.555484 5.422700
N3 -1.025722 7.436696 5.348433
C15 -1.502364 6.339252 6.241693
C16 -1.048457 5.001954 5.603006
H1 1.637558 7.623916 -0.429208
H2 0.489731 6.480223 0.291375
H3 1.115168 6.193588 -1.329935
H4 2.881610 6.190794 1.178905
H5 3.383189 5.805413 -0.452839
H6 3.182704 3.836725 -1.325747
H7 0.246576 1.061411 2.841235
H8 1.182791 5.874225 2.408005
H9 1.915105 6.139308 4.616805
H10 1.315741 5.709363 6.214781
H11 0.787649 8.228090 4.631086
H12 0.740869 7.982712 6.383417
H13 -1.222058 7.116290 4.393622
H14 -1.491132 8.323461 5.529591
H15 -2.584049 6.387442 6.338802
H16 -1.063235 6.487000 7.226049
H17 -1.878512 4.514462 5.096996
H18 -0.696680 4.332279 6.392099
C17 2.968366 -3.014411 -3.323151
N4 4.067705 -2.397754 -2.617964
C18 5.251435 -1.985272 -3.180995
C19 5.960898 -1.366671 -2.216507
N5 5.200821 -1.399531 -1.072637
C20 5.533135 -0.782762 0.192826
C21 4.031178 -2.012758 -1.329637
Se1 2.729197 -2.434797 -0.067030
H19 3.322949 -3.366956 -4.288766
H20 2.171722 -2.284797 -3.468214
H21 2.585857 -3.854525 -2.744349
H22 5.494238 -2.159318 -4.213265
H23 6.924138 -0.893223 -2.258410
H24 6.551809 -0.408672 0.142006
H25 5.434821 -1.506642 0.998827
H26 4.853388 0.046684 0.385857
C22 -2.741482 -9.454440 -1.879864
C23 -2.295833 -8.021274 -1.779332
C24 -3.107031 -6.978763 -2.204610
C25 -2.681527 -5.656281 -2.152055
C26 -3.588579 -4.587156 -2.702944
C27 -1.421640 -5.356571 -1.614106
Te1 -0.508342 -3.325063 -1.794060
N6 -0.220704 -1.316494 -2.711089
C28 -1.020953 -0.291063 -2.469444
O4 -0.852322 0.397024 -1.410724
C29 -2.114800 0.067410 -3.414350
C30 -2.911120 1.176414 -3.140704
C31 -4.001397 1.463697 -3.946370
C32 -4.304399 0.641854 -5.023376
C33 -3.503652 -0.456405 -5.306585
C34 -2.408190 -0.741864 -4.507599
C35 -1.886937 -2.461465 -0.406237
C36 -3.047097 -1.870776 -0.895687
C37 -3.945338 -1.252636 -0.044479
C38 -3.690168 -1.232510 1.317079
C39 -2.538555 -1.819382 1.809685
C40 -1.613632 -2.436677 0.967671
C41 -0.380811 -3.051937 1.580426
C42 -0.583627 -6.398762 -1.187660
C43 0.796937 -6.190300 -0.606977
C44 -1.041624 -7.709420 -1.277115
H27 -3.700908 -9.534763 -2.388478
H28 -2.841047 -9.897503 -0.887350
H29 -2.009032 -10.046842 -2.429772
H30 -4.088046 -7.202922 -2.610509
H31 -4.268033 -5.002306 -3.446819
H32 -2.996196 -3.803063 -3.176946
H33 -4.187098 -4.134478 -1.910825
H34 -2.662529 1.785788 -2.282387
H35 -4.613686 2.330512 -3.730868
H36 -5.164771 0.857629 -5.644081
H37 -3.729778 -1.090722 -6.154104
H38 -1.778111 -1.597568 -4.715091
H39 -3.251858 -1.877715 -1.955128
H40 -4.833882 -0.787149 -0.451332
H41 -4.393088 -0.766973 1.996708
H42 -2.339646 -1.801978 2.875515
H43 -0.586165 -3.385365 2.597572
H44 0.423615 -2.312583 1.638227
H45 -0.025342 -3.905964 1.004042
H46 1.157443 -5.170266 -0.718797
H47 1.513854 -6.856223 -1.089108
H48 0.796922 -6.428045 0.458990
H49 -0.385570 -8.513984 -0.957355

Forces on atoms 1 to 2 (eV/Å):
0.98 0.97 -0.20
0.08 -0.12 0.04

Output
- orbital gap (spin up / spin down) (Ha) = 0.1908 / 0.2173
- expectation value of S² = 3.77
- total charge = +1
- multiplicity = 4

Mulliken population analysis, charges in e, atoms 1 to 99: 0.734, -1.040, -0.989, 0.236, 0.033, 0.009, -0.240, -0.726, -0.657, 1.549, -0.913, 0.603, -0.383, 0.316, -0.356, -1.663, -0.550, -0.003, 0.229, -0.633, -0.767, -0.128, -0.669, -0.776, 0.376, 0.307, 0.346, 0.428, 0.455, 0.501, 0.645, 0.684, 0.517, 0.316, 0.417, 0.373, 0.380, 0.316, 0.358, 0.340, 0.500, 0.475, -0.966, 0.281, -0.341, -0.477, 0.363, -0.790, -0.147, -0.507, 0.272, 0.287, 0.303, 0.457, 0.428, 0.310, 0.341, 0.206, -1.570, 0.802, -0.864, 1.076, -1.227, -0.291, 0.807, -0.723, 1.046, -0.873, 0.287, -0.244, -0.709, -0.407, -0.782, -0.003, 0.831, -0.864, -1.194, -0.892, -0.789, 1.093, -1.122, 0.825, -1.536, -0.706, 0.347, 0.327, 0.364, 0.341, 0.504, -0.048, 0.309, 0.402, 0.403, 0.402, 0.418, 0.465, 0.986, 0.467, 0.418